Entry 1:
# C31H67BCl3F9LiN6NaO10P

A structure of composition C31H67BCl3F9LiN6NaO10P (ωB97M-V/def2-TZVPD, the Open Molecules 2025 dataset).

Each line ends with the Löwdin charge.
Cartesian coordinates (Å):
1 C 3.560506 1.214383 -0.402015  -0.14
2 C 3.128697 1.115284 -1.840849  -0.15
3 O 1.655215 0.920525 -2.022237  -0.13
4 C 0.848217 1.485055 -1.081856  -0.33
5 C 0.074256 0.301827 -0.450906  -0.56
6 Cl 0.506540 -0.125823 1.164389  0.84
7 C -1.388386 0.509475 -0.829665  -0.26
8 F -1.804884 -0.731866 -1.286880  0.02
9 C -1.560153 1.684154 -1.780468  -0.26
10 C -2.854827 2.489079 -1.588958  -0.13
11 C -3.651736 2.368821 -0.284820  -0.40
12 C -4.335701 1.044630 0.014636  -0.07
13 C -4.799072 3.414683 -0.404969  -0.04
14 C -1.608910 1.158109 -3.239956  -0.04
15 C -2.743549 0.206252 -3.811595  -0.63
16 N -2.172207 -1.085510 -4.293074  0.09
17 N -3.842374 -0.101903 -2.947493  0.11
18 N -3.239262 0.916586 -4.939685  0.03
19 N -0.242048 2.496735 -1.568246  0.01
20 P -0.618141 3.679375 0.033306  1.03
21 O -0.663775 2.507306 1.110219  -0.24
22 O 0.718598 4.460493 0.354847  -0.20
23 C 0.206041 3.358328 -2.699193  -0.46
24 F -0.825062 4.057186 -3.142607  0.18
25 F 0.614971 2.596394 -3.736716  0.11
26 C 1.367608 4.366123 -2.487571  -0.29
27 F 2.311652 3.921587 -1.661434  0.12
28 F 0.889462 5.553101 -2.088968  0.09
29 H 3.927080 2.228234 -0.216789  0.08
30 H 2.817471 1.018342 0.361238  0.02
31 H 4.365008 0.509251 -0.305371  -0.02
32 H 3.599729 0.242469 -2.298160  0.08
33 H 3.497073 1.957519 -2.415013  0.12
34 H 1.323863 1.981353 -0.251311  0.09
35 H 0.345587 -0.540506 -1.045886  0.03
36 H -1.938456 0.639191 0.091574  0.11
37 H -3.524049 2.268620 -2.411632  0.13
38 H -2.658448 3.552643 -1.699693  0.09
39 H -3.107934 2.690976 0.607854  0.08
40 H -4.815314 1.114295 0.987165  0.09
41 H -5.136758 0.900078 -0.689207  0.06
42 H -3.714780 0.155568 -0.049377  0.06
43 H -4.792460 3.905869 -1.373654  0.08
44 H -4.695596 4.190288 0.350704  0.07
45 H -5.763184 2.935179 -0.269835  0.08
46 H -0.635671 0.706225 -3.455086  0.05
47 H -1.621406 2.037079 -3.869055  0.11
48 H -2.122645 -1.791382 -3.569174  0.05
49 H -1.298233 -1.016967 -4.800528  0.05
50 H -3.819987 -1.020365 -2.543935  0.08
51 H -4.762117 0.072170 -3.344249  0.07
52 H -2.508205 1.255504 -5.547912  0.04
53 H -3.862793 0.373590 -5.543728  -0.06
54 H -1.063451 2.852855 1.919824  0.10
55 H 1.473401 3.958246 0.704595  0.10
56 H 1.813471 4.526412 -3.465232  0.19
57 C 6.988251 -0.404581 -2.963253  -0.09
58 C 5.856686 -1.296638 -2.425326  -0.64
59 C 4.908268 -1.744429 -3.539274  -0.09
60 O 5.060898 -0.572111 -1.594525  -0.49
61 H 6.574876 0.473828 -3.460549  0.06
62 H 7.635075 -0.079936 -2.144855  0.06
63 H 7.608721 -0.945546 -3.690816  0.06
64 H 6.363519 -2.207485 -2.030888  0.11
65 H 4.434558 -0.883734 -4.008649  0.04
66 H 4.118461 -2.395806 -3.149153  0.05
67 H 5.432858 -2.305925 -4.325965  0.07
68 B 2.961564 0.710404 -6.218078  -1.25
69 F 3.066681 0.573948 -7.601618  0.12
70 F 4.194851 1.089431 -5.676484  0.11
71 F 1.988079 1.703692 -5.896493  0.06
72 F 2.549876 -0.511436 -5.646087  0.06
73 C -1.267718 -2.311592 4.071079  -0.09
74 C -0.099386 -2.581481 3.130051  -0.30
75 C 0.709584 -3.860640 3.366071  -0.15
76 C 1.062567 -4.294029 4.774956  -0.09
77 N 2.161313 -3.524508 5.498666  -0.20
78 C 3.529224 -4.093431 5.205887  -0.09
79 C 3.956212 -3.479010 3.872608  -0.13
80 C 3.275215 -2.094972 3.832306  -0.17
81 C 2.332298 -2.087609 5.046914  -0.09
82 C 1.883450 -3.523979 6.978476  -0.14
83 C 1.993041 -4.853897 7.710197  -0.21
84 C 0.868211 -5.874400 7.511481  -0.09
85 H -0.949627 -2.212911 5.113791  0.06
86 H -1.757348 -1.377274 3.798896  0.08
87 H -2.014809 -3.105753 4.019676  0.08
88 H 0.569982 -1.726517 3.119575  0.02
89 H -0.481573 -2.652234 2.111907  0.09
90 H 1.601892 -3.842771 2.741088  0.10
91 H 0.108867 -4.682679 2.964578  0.13
92 H 1.408713 -5.323440 4.738494  0.12
93 H 0.177860 -4.279030 5.407540  0.12
94 H 4.178986 -3.761237 6.015348  0.14
95 H 3.482808 -5.178679 5.199097  0.13
96 H 3.627684 -4.092220 3.036254  0.10
97 H 5.037839 -3.411971 3.799948  0.12
98 H 2.762046 -1.945201 2.882165  0.02
99 H 3.994245 -1.284664 3.911681  0.12
100 H 1.360204 -1.632508 4.897026  0.11
101 H 2.815425 -1.570367 5.873302  0.13
102 H 0.895468 -3.080714 7.109367  0.14
103 H 2.615598 -2.842842 7.407615  0.13
104 H 2.006416 -4.589666 8.769525  0.12
105 H 2.958625 -5.319984 7.508309  0.11
106 H -0.113901 -5.400490 7.545029  0.08
107 H 0.903652 -6.615053 8.308612  0.08
108 H 0.956502 -6.422577 6.575270  0.06
109 C -0.366756 8.359678 -2.586116  0.03
110 N -1.199239 9.539040 -2.220386  -0.46
111 O -1.011157 10.573644 -2.818565  0.07
112 O -2.012132 9.375142 -1.337527  0.06
113 H 0.310226 8.650936 -3.379517  0.10
114 H 0.174212 8.058947 -1.695311  0.09
115 H -1.041948 7.574472 -2.911030  0.10
116 C -7.358901 -0.089082 -1.544116  -0.80
117 O -7.680716 0.841554 -0.781064  -0.06
118 O -8.015535 -1.331768 -1.272004  -0.02
119 O -6.549077 -0.111147 -2.483822  -0.04
120 H -8.534357 -1.015692 -0.518758  0.07
121 Na 0.935256 -2.131435 -1.520077  0.64
122 Li 0.984952 0.279702 -4.166037  0.73
123 C -6.139325 -2.595977 0.851291  -0.16
124 O -6.677763 -1.551768 1.656273  -0.12
125 H -6.945479 -2.991127 0.244696  0.07
126 H -5.360115 -2.216255 0.184343  0.07
127 H -5.734468 -3.393375 1.489163  0.07
128 H -5.968147 -1.187510 2.188084  0.06
129 Cl 4.002103 -1.672462 0.470429  -0.13
130 Cl -3.398431 -0.470640 -7.508840  -0.57

Force components x, y, z for each atom (eV/Å):
C -0.190 1.428 -0.032
C 0.696 -0.150 -0.288
O -0.298 0.853 -0.573
C -0.538 -1.051 0.816
C -0.728 1.333 -1.732
Cl -0.123 -0.063 0.626
C 0.158 -0.569 2.440
F -0.001 -0.052 -0.580
C -0.909 -1.058 -1.735
C 0.101 0.480 0.851
C -1.065 0.549 0.020
C 0.051 -0.214 -0.107
C 0.190 0.068 0.221
C 0.789 0.198 0.103
C -0.422 -1.139 -1.122
N 0.415 0.090 0.973
N 0.482 0.737 0.377
N -0.422 1.412 0.762
N 0.646 -0.501 1.229
P -1.665 1.842 -0.979
O 0.607 -0.404 0.093
O 0.558 -0.623 0.165
C 0.206 -0.387 -0.374
F -0.659 0.469 0.110
F 0.233 -0.046 0.208
C 0.176 0.137 -1.080
F 0.172 -0.156 0.579
F -0.197 0.328 0.591
H 0.088 0.164 0.132
H -0.113 -0.433 0.045
H 0.475 -0.278 0.147
H -0.028 -0.365 0.349
H -0.537 0.351 -0.242
H 0.888 0.243 -0.325
H 0.053 0.660 -0.074
H -0.203 0.365 -0.022
H -0.126 -0.391 -0.136
H 0.308 0.110 -0.152
H 0.545 -0.150 -0.165
H 0.027 -0.089 0.261
H -0.348 -0.191 -0.431
H -0.021 -0.098 0.178
H -0.120 0.016 -0.147
H -0.017 0.162 0.084
H -0.182 -0.020 -0.107
H -0.259 -0.362 0.235
H -0.249 0.126 -0.085
H 0.087 -0.083 0.028
H -0.201 -0.046 -0.461
H -0.083 -0.168 -0.033
H 0.047 0.025 0.122
H 0.017 -0.196 -0.254
H 0.343 -0.292 -0.007
H -0.179 -0.246 0.127
H 0.189 0.095 -0.019
H 0.049 -0.212 -0.267
C 0.239 -0.454 -0.460
C -1.009 1.018 -0.410
C 0.726 -0.657 -0.921
O 1.420 0.096 -0.305
H -0.093 0.043 0.028
H -0.119 -0.006 0.069
H 0.084 0.049 -0.025
H -0.205 -0.036 0.488
H 0.122 0.108 -0.023
H 0.069 -0.032 0.256
H -0.149 -0.043 -0.157
B 1.289 0.602 -1.260
F -0.230 0.018 0.451
F -0.393 -0.021 0.162
F -0.518 -0.318 0.674
F -1.042 -0.278 1.002
C 0.109 -0.159 0.019
C 0.041 0.006 0.105
C -0.149 -0.101 -0.393
C 0.058 0.111 -0.108
N 0.060 0.022 0.219
C 0.183 0.051 -0.349
C -0.166 0.058 0.041
C -0.325 -0.217 0.155
C 0.259 0.253 -0.161
C 0.078 -0.089 0.111
C -0.251 -0.233 -0.004
C 0.115 0.004 -0.027
H -0.011 -0.016 0.003
H -0.039 -0.007 -0.024
H -0.005 -0.007 0.050
H -0.007 0.034 0.000
H -0.010 0.050 -0.020
H -0.020 0.057 -0.076
H 0.028 -0.129 0.160
H 0.029 -0.015 0.041
H 0.032 0.167 0.080
H -0.017 -0.005 0.055
H -0.021 -0.025 0.088
H 0.056 0.044 -0.078
H 0.020 0.000 0.016
H 0.183 -0.011 -0.114
H 0.016 0.014 -0.003
H -0.065 -0.070 0.005
H -0.045 -0.064 0.110
H -0.020 0.002 -0.006
H 0.007 0.029 -0.001
H 0.067 0.084 -0.005
H 0.038 0.049 0.021
H -0.015 -0.001 0.005
H -0.006 0.003 0.028
H -0.047 0.034 -0.032
C 0.089 0.031 -0.132
N 0.070 -0.125 -0.028
O 0.032 0.161 -0.084
O -0.109 -0.022 0.144
H -0.008 0.042 -0.018
H -0.061 -0.047 0.044
H -0.025 -0.032 0.076
C 0.294 -0.179 -0.431
O -0.020 0.011 0.103
O 0.105 0.914 0.132
O -0.196 -0.183 0.263
H -0.188 -0.437 0.072
Na 1.303 -1.040 0.031
Li 1.270 0.461 -0.971
C 0.121 0.101 0.319
O -0.107 -0.201 0.036
H -0.014 0.062 -0.076
H -0.037 -0.059 -0.077
H 0.050 -0.048 -0.120
H 0.035 0.114 -0.040
Cl -1.710 -1.582 1.410
Cl 0.038 -0.159 -0.475

Properties
Lowest unoccupied orbital energy   -0.096 eV
Molar mass   1032.97 Da
Charge   -1
Calculated total energy   -5117.69195 a.u.
Highest occupied orbital energy   -3.450 eV


Entry 2:
# C31H67NO5S2

A cluster of 3 separate species, C31H67NO5S2 in total (ωB97M-V/def2-TZVPD, the Open Molecules 2025 dataset).

Each line ends with the Löwdin charge.
Cartesian coordinates (Å):
1 C 6.254618 3.832194 1.546218  -0.11
2 C 6.411145 2.858251 2.786449  -0.24
3 C 5.408588 1.632644 2.668182  -0.23
4 C 4.049776 1.881829 3.437221  -0.19
5 C 3.094165 0.595590 3.469591  -0.19
6 C 3.408920 -0.430046 2.311540  -0.21
7 C 2.279663 -1.528974 2.144252  -0.17
8 C 1.996254 -1.825792 0.615807  -0.21
9 N 2.143606 -3.227498 0.182224  -0.19
10 C 3.392746 -3.861512 0.636710  -0.21
11 C 4.700240 -3.075750 0.265282  -0.16
12 C 4.724311 -2.518955 -1.221540  -0.15
13 C 5.269797 -1.012280 -1.202687  -0.19
14 C 4.248855 0.030123 -1.786638  -0.23
15 C 4.956800 1.329456 -2.355398  -0.19
16 C 3.928526 2.333379 -3.052790  -0.24
17 C 2.419425 1.893506 -2.980154  -0.14
18 C 0.994459 -4.021168 0.440461  -1.00
19 S 0.821702 -5.568993 -0.187367  0.61
20 S -0.430919 -3.410731 1.450329  0.83
21 C -1.859722 -3.633739 0.276244  -0.47
22 C -3.107020 -2.744280 0.707292  -0.24
23 C -3.727077 -2.174564 -0.617569  -0.15
24 C -5.162222 -1.528748 -0.407638  -0.34
25 C -5.840102 -1.505237 -1.850717  -0.03
26 O -4.922420 -0.220160 0.111478  -0.05
27 C -6.000917 0.254315 0.878111  -0.35
28 C -6.216164 -0.491898 2.256400  -0.14
29 O -5.128905 -1.309517 2.662350  -0.22
30 C -4.233742 -0.598615 3.533441  -0.09
31 O -7.249930 0.275898 0.195596  -0.12
32 C -7.819414 1.598401 0.184539  -0.24
33 C -9.021638 1.619789 -0.832608  -0.07
34 H 5.577410 4.658784 1.883430  0.07
35 H 5.840622 3.327405 0.645081  0.05
36 H 7.218803 4.311736 1.263472  0.07
37 H 7.448533 2.433414 2.817384  0.10
38 H 6.233368 3.426975 3.728828  0.10
39 H 5.871479 0.660978 2.946906  0.10
40 H 5.135849 1.585086 1.579308  0.08
41 H 4.300146 2.155298 4.497240  0.10
42 H 3.534705 2.756904 2.962192  0.11
43 H 2.059899 0.977300 3.299712  0.10
44 H 3.177619 0.158734 4.489296  0.11
45 H 4.400070 -0.884615 2.570715  0.10
46 H 3.524639 0.189105 1.383684  0.10
47 H 2.447639 -2.427133 2.776352  0.11
48 H 1.348965 -1.041390 2.546682  0.10
49 H 1.002073 -1.388616 0.352446  0.11
50 H 2.737309 -1.215446 0.033967  0.08
51 H 3.426344 -4.081715 1.736425  0.12
52 H 3.469058 -4.862029 0.139074  0.10
53 H 4.954653 -2.303192 1.022559  0.08
54 H 5.532268 -3.830149 0.309715  0.11
55 H 5.420272 -3.108732 -1.854554  0.10
56 H 3.693868 -2.443712 -1.650580  0.10
57 H 5.545703 -0.678081 -0.170121  0.10
58 H 6.201096 -0.941311 -1.817982  0.09
59 H 3.542791 0.408341 -0.999753  0.08
60 H 3.662106 -0.478799 -2.589825  0.11
61 H 5.744001 1.014989 -3.090239  0.09
62 H 5.437837 1.909767 -1.524508  0.10
63 H 3.986114 3.346967 -2.580510  0.10
64 H 4.200790 2.366344 -4.138023  0.10
65 H 2.062391 1.702260 -1.937641  0.06
66 H 2.260755 0.931779 -3.531338  0.07
67 H 1.783593 2.703385 -3.421995  0.07
68 H -1.533287 -3.254557 -0.728810  0.08
69 H -2.134266 -4.700227 0.131129  0.07
70 H -3.845957 -3.444621 1.166185  0.11
71 H -2.832251 -1.972569 1.456768  0.08
72 H -3.837036 -2.995108 -1.362766  0.12
73 H -3.022689 -1.396473 -1.001710  0.13
74 H -5.699380 -2.214046 0.288017  0.15
75 H -6.178304 -0.476380 -2.123701  0.08
76 H -6.723850 -2.193195 -1.771496  0.08
77 H -5.181560 -1.943454 -2.634297  0.07
78 H -5.754394 1.322097 1.124194  0.15
79 H -6.347043 0.302387 3.042597  0.12
80 H -7.191120 -1.037376 2.215599  0.14
81 H -3.902501 0.330793 3.006121  0.10
82 H -4.800275 -0.367678 4.476221  0.10
83 H -3.382724 -1.290888 3.735748  0.09
84 H -8.207256 1.821503 1.213667  0.13
85 H -7.090499 2.375280 -0.148747  0.12
86 H -9.315064 2.667806 -1.063282  0.06
87 H -8.717727 1.140790 -1.789473  0.08
88 H -9.874242 1.076762 -0.373162  0.08
89 C -12.235949 4.693532 0.270138  -0.09
90 C -12.073058 4.271091 -1.177536  -0.33
91 O -12.151678 2.854286 -1.298206  -0.09
92 H -11.464874 4.233301 0.891338  0.07
93 H -12.168672 5.778695 0.371623  0.07
94 H -13.201878 4.364418 0.662340  0.07
95 H -11.099742 4.582734 -1.558776  0.11
96 H -12.849402 4.722866 -1.803597  0.11
97 H -13.014069 2.582085 -0.971024  0.08
98 C 10.152749 -0.869055 -3.719332  -0.09
99 C 8.730600 -1.394701 -3.683714  -0.32
100 O 7.797030 -0.319988 -3.747091  -0.10
101 H 10.328539 -0.186535 -2.885707  0.08
102 H 10.874051 -1.686844 -3.663055  0.07
103 H 10.333474 -0.305348 -4.638518  0.07
104 H 8.547928 -1.938236 -2.755791  0.11
105 H 8.546518 -2.072878 -4.523374  0.11
106 H 7.953682 0.152179 -4.570532  0.08

Force components x, y, z for each atom (eV/Å):
C 0.028 0.382 1.006
C 0.007 -0.762 -0.749
C -0.632 1.059 -0.303
C 0.553 -0.667 0.092
C 0.340 0.899 -0.673
C -0.061 0.083 1.121
C -0.422 1.448 -0.130
C 0.928 1.165 0.306
N -2.122 -0.036 2.059
C 1.668 -1.030 -0.549
C 0.020 -0.879 -0.810
C 0.266 1.756 1.155
C -0.023 0.247 -0.415
C 0.678 0.570 0.058
C -0.662 -0.048 -0.054
C -0.336 -0.698 0.078
C 0.121 -0.051 -0.055
C -0.228 -1.238 -1.032
S 0.366 1.374 0.536
S 0.407 0.164 -1.150
C -0.156 0.647 -0.627
C 0.222 -1.303 -0.623
C -0.383 0.387 1.227
C 1.890 -1.108 -1.976
C -0.710 -0.366 0.962
O -1.421 -0.333 0.493
C 0.149 1.055 1.005
C -0.222 0.505 0.256
O -0.355 0.261 0.050
C -0.451 -0.296 -0.302
O 0.554 0.695 0.051
C -1.244 0.106 -0.833
C 0.626 -0.155 0.663
H 0.382 -0.635 -0.695
H 0.242 0.316 0.680
H -0.605 -0.369 0.225
H -0.813 0.512 0.011
H 0.209 -0.470 -0.616
H -0.225 0.756 0.011
H 0.416 -0.327 0.899
H -0.303 -0.074 -0.912
H 0.388 -0.731 0.420
H 0.550 -0.447 0.410
H -0.248 -0.032 -0.798
H -0.826 0.237 -0.574
H -0.153 -0.809 0.612
H 0.048 0.517 -0.571
H 0.693 -0.635 -0.282
H 0.749 -0.868 0.062
H -0.593 -0.765 0.425
H -0.365 0.362 -0.754
H -0.330 0.934 0.345
H -0.390 -0.348 -0.681
H -0.751 0.591 0.290
H -0.823 0.157 0.323
H 0.879 -0.618 0.249
H -0.153 -0.420 -0.725
H -0.691 -0.051 0.452
H 0.457 -0.693 -0.642
H 0.373 0.522 0.566
H -0.619 0.357 0.781
H -0.155 -0.807 -0.590
H 0.225 -0.772 -0.628
H -0.244 0.425 0.890
H 0.349 0.350 -0.762
H 0.011 0.936 0.288
H 0.451 -0.808 0.297
H 0.047 -0.379 0.959
H 0.292 0.682 0.396
H 0.469 0.721 -0.077
H -0.234 -0.374 -0.694
H 0.240 0.489 0.548
H -0.670 -0.527 -0.034
H 0.061 0.888 -0.287
H 0.283 -0.952 0.214
H 0.524 0.809 -0.362
H -0.311 0.576 0.574
H 0.156 -0.916 -0.344
H -0.129 -0.512 -0.706
H 0.996 -0.051 -0.042
H 0.027 -0.599 0.676
H 0.778 0.013 -0.642
H -0.603 0.714 -0.086
H 0.432 0.097 -0.781
H -0.190 -0.669 0.439
H 0.090 -0.716 0.321
H -0.205 0.213 0.698
H 0.418 0.386 -0.593
C 0.072 0.064 0.063
C -0.332 -0.160 0.233
O 0.217 -0.002 -0.140
H 0.026 0.049 -0.068
H -0.039 -0.030 0.038
H -0.025 0.097 -0.048
H -0.032 -0.154 -0.061
H 0.098 0.171 -0.007
H -0.004 -0.032 -0.014
C 0.080 -0.004 0.078
C 0.138 0.244 -0.296
O -0.125 -0.100 0.182
H -0.028 -0.085 0.019
H 0.011 0.047 -0.036
H 0.021 -0.107 -0.034
H -0.143 0.100 -0.027
H 0.080 -0.139 0.091
H -0.018 0.026 0.003

Properties
Lowest unoccupied orbital energy   0.277 eV
Molar mass   598.01 Da
Charge   0
Calculated total energy   -2448.50385 a.u.
Highest occupied orbital energy   -7.875 eV